Arrangement 1

DFT (ωB97M-V with the def2-TZVPD basis set) results for the molecule C9H16O2Si.

Each line ends with the Löwdin charge.
Atoms and positions in Å:
C -2.27 0.18 1.79  -0.154
Si -1.75 0.03 -0.06  0.467
C -2.98 -1.34 -0.92  -0.186
C -1.89 1.56 -1.17  -0.162
O -0.23 -0.50 -0.24  -0.148
C 1.11 0.22 -0.42  -0.459
C 1.54 0.99 0.72  -0.005
C 2.82 0.98 1.08  -0.084
C 3.81 0.11 0.41  -0.198
C 3.50 -0.14 -1.08  -0.114
C 2.04 -0.42 -1.34  -0.145
O 1.18 0.68 -1.67  0.092
H -3.30 -0.06 1.85  -0.002
H -1.71 -0.45 2.48  0.033
H -2.11 1.25 1.97  0.020
H -2.59 -1.65 -1.95  0.025
H -3.02 -2.28 -0.23  0.036
H -4.06 -1.19 -1.03  0.001
H -2.77 2.15 -0.84  0.035
H -1.11 2.28 -1.01  0.012
H -2.00 1.55 -2.23  0.024
H 0.80 1.53 1.34  0.128
H 3.28 1.80 1.77  0.142
H 4.83 0.61 0.59  0.129
H 3.98 -0.84 0.97  0.124
H 3.88 0.72 -1.75  0.161
H 4.06 -1.01 -1.24  0.083
H 1.79 -1.33 -1.82  0.144

Its HOMO-LUMO gap is 10.176 eV. The SMILES is C[Si](C)(C)O[C@@]12C=CCC[C@@H]1O2.



Arrangement 2

DFT (ωB97M-V with the def2-TZVPD basis set) results for the molecule C9H16O2Si.

Each line ends with the Löwdin charge.
Atoms and positions in Å:
C -0.93 -2.64 2.20  0.060
C -0.62 -1.55 1.51  -0.165
C -0.44 -1.47 0.10  -0.238
C -0.06 -0.35 -0.56  -0.105
Si 0.52 1.36 0.02  0.600
C 1.52 1.28 1.61  -0.185
C -1.14 2.25 0.38  -0.151
C 1.66 2.29 -1.20  -0.162
C -0.02 -0.69 -2.11  -0.366
O -1.07 -0.04 -2.71  0.028
O -0.32 -2.09 -2.11  -0.050
C -0.56 -2.61 -0.87  -0.214
H -1.34 -2.70 3.18  0.056
H -0.69 -3.52 1.55  0.074
H -0.83 -0.64 1.91  0.063
H 1.12 0.46 2.25  0.023
H 2.54 1.12 1.39  0.006
H 1.43 2.23 2.24  0.062
H -1.31 3.04 -0.31  0.015
H -1.92 1.57 0.48  0.000
H -1.05 2.76 1.34  0.022
H 1.05 2.58 -2.04  0.022
H 2.19 2.97 -0.60  0.008
H 2.50 1.71 -1.63  0.039
H 0.92 -0.44 -2.55  0.139
H -1.85 -0.18 -2.14  0.124
H 0.19 -3.43 -0.52  0.146
H -1.49 -3.29 -0.79  0.149

Its HOMO-LUMO gap is 9.341 eV. The SMILES is C=CC1=C([Si](C)(C)C)[C@H](O)OC1.



Computed stability ranking, most favorable first: arrangement 1, arrangement 2



Arrangement 1

DFT (ωB97M-V with the def2-TZVPD basis set) results for a cluster of 2 separate species, C9H12NO in total.

Each line ends with the Löwdin charge.
Atoms and positions in Å:
C -1.09 2.92 2.74  -0.030
C 0.22 2.77 2.39  -0.023
C -2.02 1.94 2.58  -0.023
C 0.62 1.52 1.93  0.049
C -1.68 0.79 1.89  0.023
C -0.39 0.59 1.53  -0.197
C 0.04 -0.51 0.93  0.021
C 1.58 -1.04 -2.87  -0.133
C 0.32 -3.01 -2.15  -0.142
N 0.34 -1.54 -2.27  -0.222
O 0.40 -1.38 0.34  0.378
H -1.60 3.80 3.13  0.140
H 1.02 3.53 2.58  0.145
H -3.11 2.11 2.66  0.145
H 1.72 1.48 1.65  0.162
H -2.31 0.11 1.38  0.139
H 2.31 -1.78 -2.63  0.062
H 1.81 0.06 -2.62  0.092
H 1.42 -0.95 -3.96  0.083
H 0.56 -3.66 -2.99  0.087
H -0.63 -3.36 -1.91  0.062
H 1.08 -3.16 -1.52  0.027
H -0.58 -1.23 -2.81  0.155

Its HOMO-LUMO gap is 6.200 eV. The net charge is +1.



Arrangement 2

DFT (ωB97M-V with the def2-TZVPD basis set) results for the ion C9H12NO with charge +1.

Each line ends with the Löwdin charge.
Atoms and positions in Å:
C 1.86 1.43 -0.57  0.030
N 1.47 0.13 -0.21  -0.153
C 1.79 -1.29 -0.58  -0.033
C 0.39 -1.83 -1.13  0.083
C -0.61 -1.19 -0.46  -0.080
C -1.99 -0.90 -0.13  -0.066
C -2.03 0.53 0.55  -0.330
O -1.99 1.53 -0.34  0.061
C -0.61 0.59 1.30  -0.002
C 0.33 -0.32 0.51  -0.183
C 1.90 -0.78 0.86  0.166
H 2.09 1.58 -1.72  0.156
H 2.80 1.72 -0.10  0.104
H 0.88 2.03 -0.24  0.149
H 2.64 -1.52 -1.20  0.149
H 0.54 -2.32 -2.07  0.103
H -2.42 -1.81 0.34  0.148
H -2.71 -0.91 -0.98  0.141
H -2.82 0.55 1.31  0.159
H -2.84 1.72 -0.56  0.068
H -0.80 0.27 2.26  0.103
H -0.27 1.56 1.40  0.092
H 2.41 -0.75 1.76  0.133

Its HOMO-LUMO gap is 10.465 eV. The net charge is +1. The SMILES is C[N@+]12[C@@H]3C=C4C[C@H](O)C[C@@]41[C@@H]32.



Arrangement 3

DFT (ωB97M-V with the def2-TZVPD basis set) results for the ion C9H12NO with charge +1.

Each line ends with the Löwdin charge.
Atoms and positions in Å:
C 0.61 -1.97 0.13  -0.026
N 0.10 -0.88 -0.70  -0.087
C 0.49 -0.99 -2.08  0.001
C -0.09 0.32 -0.07  -0.093
C -1.00 1.28 -0.80  0.050
C -1.56 2.23 -0.06  -0.061
C -1.47 2.36 1.29  -0.050
C -0.52 1.64 2.00  0.016
C 0.27 0.56 1.31  -0.186
C 1.85 1.06 1.34  -0.128
O 2.49 1.08 0.35  0.134
H 1.67 -2.08 0.28  0.108
H 0.12 -1.89 1.09  0.087
H 0.40 -2.99 -0.23  0.122
H 0.36 -1.98 -2.36  0.084
H 0.07 -0.28 -2.71  0.078
H 1.56 -0.88 -2.26  0.121
H -1.11 1.38 -1.84  0.109
H -2.23 2.88 -0.60  0.132
H -1.75 3.25 1.80  0.112
H -0.32 1.82 3.10  0.152
H 0.47 -0.42 1.84  0.157
H 2.16 1.25 2.43  0.170

Its HOMO-LUMO gap (alpha / beta) is 7.883 / 7.883 eV. The net charge is +1. The SMILES is C[N+](C)=C1C=CC=C[C@@H]1C=O.



Computed stability ranking, most favorable first: arrangement 3, arrangement 1, arrangement 2



Arrangement 1

DFT (ωB97M-V with the def2-TZVPD basis set) results for the molecule C5H9BrO.

Each line ends with the Löwdin charge.
Atoms and positions in Å:
C -1.38 0.00 -0.42  -0.083
C 0.06 -0.13 -0.33  -0.561
C 0.72 0.85 0.65  -0.046
C 0.63 -1.55 -0.15  -0.112
O 1.43 -1.46 -1.39  -0.168
C 0.89 0.01 -1.66  -0.630
Br -0.01 0.24 -3.28  0.798
H -1.76 -0.61 -1.18  0.048
H -1.39 1.10 -0.81  0.114
H -2.07 0.13 0.39  0.089
H 0.30 1.88 0.62  0.103
H 1.71 1.04 0.72  0.044
H 0.63 0.49 1.68  0.091
H 1.32 -1.61 0.68  0.115
H 0.04 -2.42 -0.33  0.116
H 1.77 0.59 -1.56  0.080

Its HOMO-LUMO gap is 10.712 eV. The SMILES is CC1(C)CO[C@H]1Br.



Arrangement 2

DFT (ωB97M-V with the def2-TZVPD basis set) results for a cluster of 2 separate species, C5H9BrO in total.

Each line ends with the Löwdin charge.
Atoms and positions in Å:
C 1.23 -1.40 -0.88  0.069
C 1.25 -0.40 -0.10  -0.436
O 0.88 0.02 1.08  0.072
C 1.62 0.88 0.26  -0.257
C 0.79 2.14 -0.21  -0.037
H 0.76 -2.32 -0.64  0.060
H 1.71 -1.34 -1.84  0.070
H 2.61 1.06 0.75  0.157
H 0.25 1.83 -1.13  0.058
H 1.51 3.00 -0.53  0.100
H 0.10 2.47 0.58  0.069
C -2.55 -1.28 0.69  -0.529
Br -2.43 0.18 -0.55  0.580
H -3.27 -1.16 1.51  0.029
H -1.55 -1.56 0.94  -0.016
H -2.90 -2.11 0.07  0.010

Its HOMO-LUMO gap is 10.305 eV. The SMILES is C=C1O[C@@H]1C.CBr.



Computed stability ranking, most favorable first: arrangement 1, arrangement 2



Arrangement 1

DFT (ωB97M-V with the def2-TZVPD basis set) results for the ion C5H8NO4S with charge -1.

Each line ends with the Löwdin charge.
Atoms and positions in Å:
C -1.74 1.96 -1.18  -0.050
C -1.73 0.77 -0.35  -0.131
C -0.50 -0.25 -0.51  -0.279
N -0.35 -1.06 0.74  -0.111
S 1.28 -1.19 1.29  0.668
C 2.18 0.44 1.36  -0.171
O 2.01 -2.16 0.40  -0.351
O 1.23 -1.73 2.71  -0.420
C -0.84 -1.16 -1.83  -0.519
O 0.06 -2.03 -2.12  -0.086
O -2.01 -0.97 -2.58  -0.213
H -0.80 2.64 -1.19  0.050
H -2.65 2.18 -1.85  0.064
H -2.61 0.60 0.36  0.099
H 0.42 0.37 -0.78  0.127
H -0.97 -0.75 1.50  0.098
H 2.35 0.77 0.27  0.066
H 1.48 1.22 1.82  0.072
H 3.17 0.35 1.94  0.086

Its HOMO-LUMO gap is 7.211 eV. The net charge is -1. The SMILES is C=C[C@@H](NS(C)(=O)=O)C(=O)[O-].



Arrangement 2

DFT (ωB97M-V with the def2-TZVPD basis set) results for the ion C5H8NO4S with charge -1.

Each line ends with the Löwdin charge.
Atoms and positions in Å:
C 1.16 -0.67 1.07  -0.118
C 0.53 0.42 0.28  -0.449
C 0.60 1.80 0.98  -0.033
C -0.77 0.01 -0.28  -0.561
O -1.30 1.04 -1.04  0.015
C -1.62 -0.56 0.74  -0.171
N -2.36 -0.93 1.54  0.176
S -0.52 -1.26 -1.65  0.503
O -0.02 -0.33 -2.71  -0.377
O 0.39 -2.35 -1.31  -0.343
O -1.87 -1.61 -2.01  -0.332
H 0.65 -0.69 2.04  0.066
H 0.97 -1.73 0.50  0.110
H 2.35 -0.63 1.08  0.118
H 1.12 0.32 -0.73  0.162
H 0.16 1.60 2.00  0.102
H 1.59 2.24 1.07  0.068
H 0.03 2.41 0.34  0.047
H -1.09 0.92 -1.91  0.018

Its HOMO-LUMO gap is 9.371 eV. The net charge is -1. The SMILES is CC(C)[C@](O)(C#N)S(=O)(=O)[O-].



Computed stability ranking, most favorable first: arrangement 2, arrangement 1